Entry from the OMol25 dataset: an isolated molecule of C6H5N3OS in a non-equilibrium geometry (ωB97M-V/def2-TZVPD).

Results
**Kohn-Sham gap**: 9.01 eV
**Energy relative to the best compared isomer or geometry (same formula, charge and spin)**: 322.24 kJ/mol
**LUMO level**: 0.35 eV

Structure (XYZ):
```
16
Properties=species:S:1:pos:R:3:lowdin_charge:R:1
C 1.798 0.833 -0.702 -0.103
C -1.991 0.549 -0.501 -0.198
C 2.262 -0.429 -0.882 -0.064
C -1.346 1.645 -0.038 -0.465
C 1.281 -0.372 1.143 -0.147
C -1.558 -1.547 0.772 -0.274
N 1.123 0.810 0.500 -0.430
N -1.941 -0.783 -0.093 0.115
N -1.445 -2.599 1.370 0.205
O 1.989 -1.100 0.295 -0.045
S -0.059 1.913 1.099 0.943
H 2.013 1.717 -1.306 0.128
H -2.741 0.631 -1.351 0.129
H 2.925 -0.908 -1.542 0.107
H -1.580 2.601 -0.624 0.075
H -0.729 -2.960 1.861 0.024
```

Entry from the OMol25 dataset: an isolated molecule of C5H7BrClNO2 in a non-equilibrium geometry (ωB97M-V/def2-TZVPD).

Results
**Kohn-Sham gap (alpha / beta)**: 6.51 / 8.20 eV
**Energy relative to the best compared isomer or geometry (same formula, charge and spin)**: 351.12 kJ/mol
**LUMO level (alpha / beta)**: -0.90 / 0.01 eV

Structure (XYZ):
```
17
Properties=species:S:1:pos:R:3:lowdin_charge:R:1
C 0.716 -0.694 -0.640 -0.549
C -0.269 -0.624 -1.654 -0.528
C -1.363 0.998 0.433 -0.792
C -2.610 1.319 1.270 -0.089
C 2.995 -1.004 -0.027 -0.032
N 0.483 -0.503 0.617 0.082
O -0.613 0.094 1.076 -0.094
O 1.930 -1.060 -0.981 -0.073
Cl 0.006 -1.285 -3.254 0.613
Br -0.626 2.181 -0.766 0.897
H -1.401 -0.487 -1.421 0.090
H -3.218 1.944 0.655 0.051
H -2.366 1.671 2.376 0.131
H -3.232 0.484 1.405 0.047
H 3.745 -1.762 -0.063 0.085
H 2.390 -1.230 0.854 0.075
H 3.432 -0.041 0.120 0.087
```

Entry from the OMol25 dataset: a 7-piece molecular cluster, C51H59F6NO3PS overall in a non-equilibrium geometry (ωB97M-V/def2-TZVPD).

Results
**Kohn-Sham gap (alpha / beta)**: 9.11 / 8.70 eV
**LUMO level (alpha / beta)**: 0.45 / 0.02 eV
**2S+1**: 2

Structure (XYZ):
```
122
Properties=species:S:1:pos:R:3:lowdin_charge:R:1
C -5.574 0.670 -6.335 -0.048
C -5.545 0.567 -4.808 -0.228
O -5.320 -0.808 -4.432 -0.023
C -4.215 -0.882 -3.615 -0.544
O -3.249 -1.376 -3.984 0.188
C -4.396 -0.326 -2.219 -0.083
C -3.039 0.149 -1.671 -0.160
C -3.151 1.412 -0.771 -0.204
C -2.330 1.280 0.503 -0.563
P -3.092 0.027 1.638 0.492
S -5.054 -0.052 1.559 0.190
C -0.851 0.859 0.254 -0.115
C 0.058 2.013 -0.219 -0.461
C 0.715 1.557 -1.540 -0.021
C 1.206 2.193 0.780 -0.016
N -0.679 3.252 -0.528 -0.143
O 0.041 4.157 -1.067 0.011
C -1.527 3.744 0.574 -0.447
C -0.789 4.706 1.539 -0.014
C -2.641 4.608 -0.087 -0.027
C -2.261 2.599 1.324 -0.124
H -4.565 0.879 -6.665 0.036
H -5.879 -0.279 -6.767 0.086
H -6.241 1.462 -6.665 0.079
H -6.450 0.978 -4.361 0.118
H -4.705 1.182 -4.473 0.121
H -5.171 0.430 -2.172 0.115
H -4.728 -1.164 -1.609 0.122
H -2.295 0.328 -2.440 0.110
H -2.647 -0.649 -1.040 0.088
H -4.191 1.632 -0.536 0.078
H -2.806 2.250 -1.371 0.109
H -2.755 0.477 2.934 0.002
H -2.557 -1.239 1.399 -0.026
H -0.478 0.564 1.241 0.108
H -0.767 -0.020 -0.376 0.106
H -0.021 1.577 -2.343 0.086
H 1.506 2.249 -1.815 0.078
H 1.195 0.589 -1.425 0.085
H 1.994 2.846 0.414 0.089
H 1.666 1.220 0.948 0.084
H 0.833 2.512 1.752 0.081
H -1.015 4.400 2.559 0.082
H -1.133 5.730 1.441 0.078
H 0.284 4.702 1.386 0.073
H -2.236 5.184 -0.916 0.088
H -3.046 5.297 0.649 0.084
H -3.467 4.006 -0.458 0.068
H -3.263 2.951 1.548 0.123
H -1.717 2.439 2.254 0.100
F -1.018 -2.520 1.327 0.004
C -0.485 -3.359 0.406 -0.281
C 0.885 -3.467 0.329 -0.016
C 1.443 -4.321 -0.609 -0.072
C 0.621 -5.047 -1.460 -0.087
C -0.760 -4.920 -1.371 -0.074
C -1.322 -4.072 -0.427 -0.016
H 1.505 -2.884 0.998 0.100
H 2.519 -4.418 -0.676 0.107
H 1.056 -5.710 -2.196 0.103
H -1.401 -5.481 -2.038 0.108
H -2.396 -3.964 -0.336 0.119
F 3.412 -1.322 -0.278 0.045
C 4.356 -1.668 0.622 -0.294
C 4.057 -1.599 1.969 -0.027
C 5.027 -1.958 2.894 -0.076
C 6.280 -2.370 2.463 -0.089
C 6.563 -2.430 1.106 -0.082
C 5.595 -2.083 0.176 -0.018
H 3.077 -1.265 2.286 0.111
H 4.806 -1.913 3.952 0.101
H 7.037 -2.642 3.188 0.096
H 7.543 -2.744 0.771 0.109
H 5.796 -2.128 -0.886 0.119
F -3.243 1.233 -8.542 0.052
C -1.974 1.297 -8.091 -0.281
C -1.023 1.948 -8.851 -0.019
C 0.280 2.018 -8.382 -0.085
C 0.617 1.430 -7.170 -0.096
C -0.352 0.774 -6.422 -0.076
C -1.660 0.710 -6.880 -0.012
H -1.304 2.394 -9.797 0.117
H 1.035 2.531 -8.964 0.104
H 1.636 1.482 -6.809 0.100
H -0.090 0.311 -5.480 0.105
H -2.428 0.207 -6.306 0.102
F 7.778 0.587 1.010 0.056
C 7.015 1.660 1.289 -0.289
C 6.699 1.935 2.605 -0.018
C 5.915 3.043 2.891 -0.083
C 5.450 3.852 1.862 -0.100
C 5.774 3.557 0.545 -0.085
C 6.567 2.456 0.254 -0.018
H 7.064 1.287 3.391 0.116
H 5.665 3.275 3.918 0.104
H 4.835 4.714 2.089 0.100
H 5.409 4.184 -0.257 0.105
H 6.837 2.213 -0.766 0.117
F 6.775 -1.641 6.009 0.047
C 7.685 -2.559 6.391 -0.295
C 7.261 -3.680 7.076 -0.018
C 8.198 -4.626 7.464 -0.082
C 9.542 -4.436 7.171 -0.096
C 9.949 -3.300 6.485 -0.082
C 9.015 -2.355 6.086 -0.022
H 6.209 -3.806 7.302 0.118
H 7.879 -5.513 7.996 0.106
H 10.271 -5.174 7.478 0.102
H 10.997 -3.149 6.259 0.106
H 9.312 -1.467 5.543 0.117
F -11.497 0.576 1.626 0.053
C -10.641 -0.380 2.038 -0.290
C -11.133 -1.472 2.725 -0.025
C -10.250 -2.456 3.144 -0.089
C -8.892 -2.332 2.882 -0.094
C -8.415 -1.224 2.195 -0.093
C -9.295 -0.241 1.764 -0.013
H -12.194 -1.547 2.925 0.115
H -10.622 -3.322 3.677 0.102
H -8.204 -3.099 3.215 0.101
H -7.356 -1.122 1.993 -0.001
H -8.943 0.626 1.220 0.117
```